{
  "formula": "C50H68AsNO4SW",
  "method": "the ωB97M-V functional and the def2-TZVPD basis",
  "spin_multiplicity": 1,
  "homo_lumo_gap_ha": [0.2055, 0.2060],
  "total_charge": 2,
  "e_homo_ev": [-13.1176, -13.1202],
  "e_above_lowest_kcal_mol": 1.40,
  "total_energy_ha": -5002.2976,
  "lumo_ev": [-7.53, -7.51],
  "symbols": ["H", "N", "H", "H", "C", "C", "H", "H", "H", "C", "C", "H", "H", "C", "H", "C", "O", "C", "C", "C", "H", "O", "C", "C", "H", "W", "H", "O", "H", "C", "H", "C", "C", "C", "H", "C", "H", "C", "C", "C", "S", "H", "H", "C", "H", "H", "H", "C", "C", "H", "C", "H", "H", "H", "C", "H", "C", "C", "C", "H", "H", "H", "H", "C", "H", "C", "C", "H", "C", "H", "H", "H", "C", "C", "H", "C", "H", "H", "O", "H", "C", "H", "H", "H", "C", "H", "H", "H", "C", "H", "H", "H", "C", "H", "C", "C", "H", "H", "C", "C", "C", "H", "H", "C", "As", "C", "H", "C", "H", "H", "H", "H", "H", "H", "C", "C", "H", "H", "C", "C", "H", "H", "H", "H", "H", "H"],
  "coordinates": [[-2.942, 1.114, 4.215], [-1.947, 4.381, 0.963], [1.257, 2.657, -2.033], [1.898, -4.257, -1.056], [6.773, -0.903, -2.908], [-1.165, 3.599, -1.884], [2.815, -0.571, 4.236], [-1.949, -3.959, -5.027], [0.902, -0.339, -4.330], [-5.104, 2.514, 3.212], [-4.876, 2.559, 4.722], [2.707, 3.001, 3.670], [3.640, 0.287, 1.908], [2.254, -1.357, 1.682], [7.499, -1.402, -3.552], [3.421, 0.282, -2.850], [1.689, 1.288, 0.244], [-1.128, -0.817, -3.830], [3.521, -0.616, 1.323], [-5.235, 3.953, 2.689], [-3.116, -1.063, -3.031], [1.500, 0.487, 3.034], [-0.918, -5.068, 0.779], [-3.246, 0.947, -1.170], [2.009, 4.543, 3.154], [0.095, 1.829, 1.100], [4.395, -1.240, 1.510], [-0.750, 0.261, 0.377], [-3.718, 1.861, -1.545], [5.210, -2.861, -3.084], [-1.202, -5.168, 1.829], [-1.322, -1.895, -4.899], [-3.958, 1.823, 2.483], [-2.346, -1.379, -5.921], [1.258, -5.694, 2.349], [1.898, 3.703, 3.833], [-6.092, 4.436, 3.160], [1.447, 1.779, -2.646], [5.113, -1.028, -4.760], [-2.919, 1.204, 3.138], [0.778, 4.046, 0.606], [4.109, -1.316, -5.083], [-2.020, 4.157, 3.644], [0.524, -4.589, 0.618], [5.435, -3.162, -2.060], [0.750, -2.586, -4.949], [-1.628, -4.398, 0.287], [1.258, -0.762, 2.437], [1.461, -5.608, 1.280], [-4.864, 2.129, 0.544], [1.984, -2.597, 1.123], [1.318, -6.591, 0.829], [-1.928, -1.268, 3.425], [-3.933, 3.049, 4.982], [-1.132, -0.550, 3.207], [0.240, 1.017, 5.301], [-0.250, -2.528, 1.938], [2.561, 0.466, 4.027], [-0.983, 4.427, 3.827], [4.198, -3.194, -3.325], [-4.352, 4.552, 2.926], [1.792, 2.133, -3.618], [-2.243, 3.751, -1.884], [-1.879, 0.550, 2.442], [5.079, -1.566, -0.589], [-3.997, 1.738, 1.067], [-0.893, 3.729, 0.982], [-1.994, -0.467, -6.408], [0.053, -0.095, -3.705], [-0.847, 4.702, 4.873], [-1.289, 1.924, 5.330], [5.904, -3.389, -3.739], [-0.012, -1.298, 2.539], [5.352, -1.345, -3.285], [-0.205, -2.992, -6.373], [-0.211, 1.994, 5.204], [-2.842, -3.047, -3.820], [3.368, 0.497, -3.909], [-0.862, 2.360, -1.182], [0.188, 2.663, 5.967], [0.172, 0.973, -2.813], [-0.825, -0.156, 4.170], [-6.675, 1.774, 1.870], [-7.223, 2.197, 3.487], [-1.855, -3.184, -4.265], [-1.243, -2.951, 2.018], [-5.399, 3.992, 1.611], [-1.181, -3.553, -3.493], [-3.011, 1.156, 0.316], [-4.888, 1.564, 5.172], [2.762, -3.067, 0.531], [5.260, 0.030, -4.983], [0.847, -4.491, -0.879], [0.632, -5.440, -1.372], [2.519, 0.937, -2.016], [3.481, -0.255, -0.135], [-2.772, 3.809, 1.152], [-4.018, 0.176, -1.243], [2.562, 0.669, -0.647], [-1.881, 0.659, 1.034], [4.356, -0.625, -2.378], [1.902, 4.049, 4.866], [-0.679, 4.432, -1.395], [-0.019, -2.215, -5.631], [0.165, 2.903, 3.546], [-0.931, 1.271, -2.052], [3.438, 0.993, 3.663], [0.747, -3.220, 1.253], [2.210, 0.943, 4.937], [-1.025, -6.050, 0.319], [-6.323, 0.700, 3.230], [5.826, -1.589, -5.366], [-0.698, 5.249, 3.178], [6.893, 0.175, -3.030], [-6.404, 1.745, 2.926], [4.362, -0.870, -1.006], [-0.792, 3.508, -2.901], [-2.513, -2.132, -6.693], [-2.106, 0.547, -2.072], [-2.193, -0.498, -2.973], [-3.308, -1.163, -5.452], [7.013, -1.157, -1.874], [0.377, -1.347, -6.163], [0.246, -3.713, -1.351], [2.510, -5.335, 1.154], [-5.676, 3.133, 5.190]]
}